No. 1
Molecular formula: C3H10O3S
Method: DFT, the ωB97M-V functional and the def2-TZVPD basis

Summary:
spin multiplicity	2
total charge	-1
HOMO energy (spin up / spin down)	0.88 / -5.79	eV
relative energy (zero: lowest compared OMol25 entry of this formula, charge and spin)	243.5	kJ/mol

XYZ file:
```
17
Properties=species:S:1:pos:R:3:forces:R:3:mulliken_spin:R:1
O 3.49189 1.01233 -0.44697 2.3744 1.8486 -1.2358 -0.207
C 2.52540 0.34669 -0.33975 -0.4772 -0.9405 1.8933 0.584
C 2.19504 -0.12620 1.06023 -2.7526 3.3297 -0.8834 0.170
C 0.86003 -0.81863 1.11784 -1.5284 -1.5900 -0.4550 0.898
S 0.90331 -2.71040 0.57973 1.0826 1.4761 2.9302 0.330
H 1.92956 0.06036 -1.19186 -0.7504 -0.2926 -0.4686 -0.257
H 2.10436 0.83991 1.72504 -0.2323 -1.0929 -1.4030 -0.062
H 3.08873 -0.43881 1.48567 1.3134 -1.9732 0.7439 -0.018
H 0.61954 -0.86163 2.16778 -0.5460 -0.4031 0.3238 -0.184
H -0.08835 -0.31108 0.60046 2.4687 -0.8475 0.7752 -0.233
H 0.41771 -2.71758 -0.59652 -1.0249 0.4990 -2.2795 -0.182
H -3.64562 5.64262 3.61938 0.3309 0.1856 -0.0022 -0.004
H -4.84168 4.98150 4.16945 -2.2141 -0.5932 3.6660 -0.001
O -4.39243 5.09020 3.40248 1.8840 0.4059 -3.6667 0.010
H -3.90670 -1.79296 -5.56540 0.0919 -0.3816 0.7131 -0.135
H -4.17494 -0.39814 -4.88789 -0.0927 0.2231 1.6914 -0.139
O -4.02927 -0.85865 -5.68447 0.0726 0.1464 -2.3428 0.430
```
Positions in Å, forces in eV/Å.

***

No. 2
Molecular formula: C36H32BrCl2MoN5O10S2
Method: DFT, the ωB97M-V functional and the def2-TZVPD basis

Summary:
spin multiplicity	3
HOMO energy (spin up / spin down)	-7.98 / -7.98	eV
relative energy (zero: lowest compared OMol25 entry of this formula, charge and spin)	160.6	kJ/mol

XYZ file:
```
89
Properties=species:S:1:pos:R:3:forces:R:3:mulliken_spin:R:1
Mo -0.67202 0.72887 -0.24310 0.4949 -0.4211 -0.5623 2.001
N -2.65556 -0.01301 0.02851 -0.1623 -0.7357 1.3986 -0.012
C -3.20398 -1.29197 -0.51522 -0.8532 1.0515 0.0109 0.015
C -2.40193 -2.45616 -0.06838 0.2293 -2.4404 -1.0098 0.031
C -2.31390 -3.57305 -1.17141 -0.7379 2.3937 -0.9255 0.002
N -1.59615 -2.96588 -2.33286 -1.1084 -0.1042 0.1976 0.003
H -2.74218 -0.06434 1.08265 0.0108 -0.0580 -0.9930 -0.003
H -3.28751 0.70799 -0.24913 -0.4950 0.5889 -0.1591 0.022
H -3.32529 -1.19963 -1.59415 0.6484 -0.0182 -0.0444 -0.018
H -4.24693 -1.33029 -0.18015 0.1301 -0.2495 0.2956 0.000
H -2.76392 -2.94863 0.81138 -0.6358 0.0297 0.6960 0.000
H -1.39116 -2.21790 0.20342 0.5572 0.4424 -0.1274 -0.008
H -3.34531 -3.91443 -1.49272 1.0986 0.5830 0.1745 0.000
H -1.81023 -4.41619 -0.81484 0.7700 -1.3561 0.8326 0.000
H -1.76960 -3.46189 -3.18198 -0.0549 -0.3862 -0.4439 0.000
H -0.60280 -2.82593 -2.24650 0.1758 -0.2442 0.6081 0.003
O -3.09550 1.85979 2.09609 -1.5746 -1.0375 -0.4402 0.008
S -1.85969 2.52697 2.20900 1.2199 0.9026 -0.0566 0.002
O -1.87501 3.94916 2.18953 0.0074 0.6089 0.3752 -0.002
O -0.85822 2.09760 1.13123 -0.2788 0.5517 0.7301 0.017
C -1.08534 2.01724 3.71702 1.7346 -0.5361 1.1951 0.001
C -0.74033 3.01510 4.63674 0.0980 -3.3551 -0.6402 0.000
C 0.03752 2.63734 5.72288 -0.1063 1.7741 0.5787 0.000
C 0.55740 1.42169 5.98080 0.2228 -1.8040 -0.7900 0.000
C 0.27947 0.39578 5.04628 -0.2210 0.7041 0.9920 0.000
C -0.54792 0.70494 4.00054 -0.6315 0.4690 -1.1778 0.002
S -0.81504 -0.65821 2.89667 -2.2954 1.6045 -1.5380 0.000
O -2.27796 -0.82261 2.76993 1.9430 0.1689 -0.1859 0.004
O -0.09154 -1.78396 3.33924 1.0126 -1.5956 0.9639 -0.003
O -0.13360 -0.13961 1.63719 -0.8536 -0.7628 -0.1206 -0.009
H -1.08516 3.97778 4.52813 -0.5719 2.0258 -0.3522 0.000
H 0.28693 3.40911 6.41124 0.0777 0.6464 0.5336 0.000
H 1.17714 1.27275 6.85842 -0.0574 -0.1308 -0.1657 0.000
H 0.61333 -0.63443 5.12138 0.1346 0.2792 0.1846 0.000
Br 1.32410 0.64044 -6.97590 -0.1800 -0.0285 -0.2676 0.000
C 0.50710 0.73930 -5.29569 -1.1486 -1.4530 0.3193 0.001
C -0.44282 -0.20865 -4.86220 0.3066 -0.0026 -1.1983 0.003
C -0.85121 -0.19492 -3.55619 0.5206 0.2347 -0.1561 0.021
N -0.31328 0.61248 -2.66497 0.4821 1.2703 1.5215 -0.031
C 0.51167 1.57403 -3.07976 0.5241 0.6412 -0.4928 0.009
C 0.90777 1.69851 -4.41355 0.2591 -0.1898 0.5745 -0.009
H -0.85612 -0.98005 -5.51008 0.2048 0.3207 -0.0445 0.000
H -1.55599 -0.85554 -3.15020 -0.8912 -1.0825 0.1193 -0.004
H 0.89871 2.29134 -2.35432 -0.1853 -0.3060 -0.0072 -0.007
H 1.61524 2.40681 -4.79379 0.2166 0.5884 0.4698 -0.001
Cl 5.37752 -3.28535 0.97837 0.3301 -0.9582 -0.6730 0.000
C 4.01005 -4.22912 0.41174 -0.8458 0.3828 0.7836 0.000
C 4.13299 -5.40248 -0.31860 0.9234 0.5463 -0.4521 0.000
C 3.02678 -6.19509 -0.60896 1.5163 -0.5488 -0.2967 0.000
C 1.80709 -5.88719 -0.08291 -0.8028 -0.3835 0.2617 0.000
C 1.69385 -4.75759 0.67798 -0.0145 1.7819 0.7040 0.000
Cl 0.17570 -4.39096 1.45144 -0.0987 -0.1492 -0.1091 0.000
C 2.74914 -3.81827 0.91646 0.2051 -0.9317 -0.3317 0.000
N 2.55871 -2.69247 1.68288 -1.8376 0.2069 0.8138 0.000
C 3.33612 -1.48273 1.70992 -0.9872 -1.1900 1.1067 0.002
C 3.76706 -1.02722 2.94159 0.9390 -0.0020 1.3319 0.000
C 4.68026 0.02878 3.03228 0.1799 -0.2824 0.2047 0.000
C 5.12587 0.65669 1.87919 -0.4424 -0.4539 -0.3207 -0.001
C 4.58072 0.24409 0.66716 0.1049 0.6537 -1.2548 -0.009
C 3.65673 -0.79535 0.57334 0.0897 0.2819 -1.2699 0.007
C 2.90202 -1.09447 -0.73649 -0.6211 -1.0710 0.3261 -0.005
C 1.54012 -0.44903 -0.54203 0.3072 1.5023 -0.6006 0.056
O 1.45945 0.80919 -0.32835 0.3971 -0.2041 -0.1609 0.019
O 0.42309 -1.04309 -0.62907 0.1318 -0.8076 -0.4286 -0.049
H 5.14300 -5.63489 -0.69340 -0.6620 -0.1286 0.2365 0.000
H 3.19600 -7.11963 -1.14926 -0.1644 0.1330 -0.0911 0.000
H 0.94280 -6.54922 -0.19491 0.3411 0.3266 -0.0127 0.000
H 1.64254 -2.68113 2.21601 1.4876 0.2265 -0.8278 -0.001
H 3.55222 -1.59610 3.86762 -0.0979 0.3234 -0.8159 0.000
H 5.17424 0.29260 3.97734 -0.6138 -0.1454 -0.2700 0.000
H 5.87505 1.43151 1.94132 0.0005 0.0640 -0.1619 0.000
H 4.86027 0.74839 -0.28613 -0.1608 -0.3027 0.8911 0.000
H 2.67680 -2.17922 -0.99590 0.6760 1.1961 0.6186 0.000
H 3.42609 -0.66058 -1.59595 -0.2811 0.1666 0.2024 0.000
O -0.14466 4.01842 -0.79865 -0.0029 -0.1171 -0.1449 0.003
C -1.21807 3.64000 -1.20301 0.2298 1.2870 0.2523 -0.007
N -1.64737 2.32595 -1.23168 -0.2630 0.2361 -0.2386 -0.033
C -2.79119 2.25977 -1.99397 -0.1960 0.5695 -0.3854 -0.005
O -3.33109 1.23124 -2.31342 -0.6604 -0.8596 -0.3953 0.001
C -3.23712 3.64951 -2.36761 -0.2820 1.2034 0.1407 -0.009
C -4.37524 4.18046 -2.99630 0.0053 -0.9997 0.4910 0.001
C -4.55007 5.58253 -2.98734 -0.0364 -1.8621 -0.3989 0.000
C -3.60629 6.36179 -2.40406 1.0501 1.3486 0.3456 0.000
C -2.42201 5.87090 -1.88184 0.2436 -0.0456 1.1236 0.001
C -2.29821 4.52210 -1.81769 0.3686 -2.0734 -0.3375 -0.010
H -5.13192 3.46079 -3.34665 0.3077 0.6571 -0.1015 0.000
H -5.38682 6.07110 -3.43709 -0.5924 -0.1129 -0.1419 0.000
H -3.77056 7.41664 -2.32336 -0.1317 0.4983 -0.1666 0.000
H -1.68484 6.44108 -1.33122 -0.0765 0.4557 -0.3185 0.000
```
Positions in Å, forces in eV/Å.

***

- The highest spin multiplicity belongs to which entry?
  C36H32BrCl2MoN5O10S2